The following is a DFT calculation (ωB97M-V/def2-TZVPD) of the molecule C5H8S at a distorted geometry.

LUMO level (eV): 0.857
SMILES string: C#CC[C@@H](C)S
Orbital gap (eV): 9.82

Geometry as ORCA input:
```
! wB97M-V def2-TZVPD RIJCOSX def2/J DEFGRID3
* xyz 0 1
C -1.486 -2.199 -0.344
C -0.751 -1.365 -0.726
C 0.290 -0.385 -1.132
C 0.812 0.499 -0.004
C -0.239 1.377 0.626
S 1.371 -0.675 1.323
H -2.076 -2.974 -0.008
H -0.164 0.296 -1.947
H 1.089 -0.871 -1.565
H 1.673 1.168 -0.443
H -0.290 1.701 1.740
H -0.332 2.320 0.051
H -1.138 0.734 0.304
H 1.243 0.376 2.126
*
```